No. 1
{"formula": "C43H40ClCoN9O8S", "method": "ωB97M-V/def2-TZVPD", "species": ["Co", "C", "C", "C", "C", "N", "C", "C", "C", "C", "C", "C", "N", "H", "H", "H", "H", "H", "H", "H", "H", "O", "C", "O", "C", "C", "C", "C", "C", "C", "O", "N", "O", "O", "N", "O", "O", "H", "H", "C", "C", "C", "C", "C", "O", "C", "C", "C", "C", "C", "C", "Cl", "C", "C", "C", "N", "C", "N", "C", "N", "H", "H", "H", "H", "H", "H", "H", "H", "H", "H", "H", "H", "H", "H", "H", "H", "H", "H", "H", "H", "H", "H", "S", "C", "C", "C", "N", "C", "C", "C", "C", "C", "N", "C", "C", "H", "H", "H", "H", "H", "H", "H", "H"], "positions_angstrom": [[-1.5272, -0.8551, -0.5800], [-1.5944, 2.6872, 1.4937], [-2.9082, 3.1248, 1.4164], [-3.7126, 2.6400, 0.3974], [-3.2093, 1.6741, -0.4603], [-1.9617, 1.2124, -0.3646], [-1.1626, 1.7598, 0.5664], [-4.0570, 1.1154, -1.5509], [-4.4416, 1.9180, -2.6178], [-5.2085, 1.3472, -3.6204], [-5.5774, 0.0157, -3.5034], [-5.1579, -0.6929, -2.3878], [-4.4020, -0.1633, -1.4289], [-0.9146, 3.0305, 2.2573], [-3.3024, 3.8243, 2.1422], [-4.7320, 2.9788, 0.2709], [-0.1330, 1.4197, 0.5617], [-4.1249, 2.9519, -2.6620], [-5.5151, 1.9313, -4.4783], [-6.1726, -0.4680, -4.2656], [-5.4317, -1.7337, -2.2563], [-1.4982, -4.1027, -2.4857], [-1.1163, -3.4630, -1.5177], [-1.8801, -2.7250, -0.7726], [0.3280, -3.5607, -1.0873], [0.9204, -4.7901, -1.1141], [2.2494, -4.9430, -0.7026], [2.9769, -3.8736, -0.2628], [2.3880, -2.6151, -0.2279], [1.0409, -2.3790, -0.6666], [0.5110, -1.2239, -0.7068], [3.2167, -1.5509, 0.3017], [4.3831, -1.7888, 0.5632], [2.7038, -0.4585, 0.5242], [2.8685, -6.2636, -0.7256], [4.0318, -6.3589, -0.3793], [2.1827, -7.2018, -1.0864], [0.3620, -5.6496, -1.4580], [3.9963, -4.0014, 0.0660], [2.5258, -0.2342, 6.4566], [1.7552, 1.0353, 6.0630], [0.5454, 1.1781, 7.0018], [2.6838, 2.2271, 6.3250], [1.2734, 0.9904, 4.5586], [0.3096, 2.0080, 4.3072], [2.4190, 1.0723, 3.5326], [3.0128, 2.4505, 3.1748], [2.3769, 3.1951, 2.0254], [1.7336, 4.4130, 2.2159], [1.2123, 5.1331, 1.1484], [1.3444, 4.6249, -0.1311], [0.6575, 5.4921, -1.4758], [2.0046, 3.4269, -0.3556], [2.5136, 2.7195, 0.7215], [0.5551, -0.3624, 4.3764], [-0.4120, -0.4390, 3.2928], [-0.2334, -0.8361, 2.0344], [-1.4125, -0.9252, 1.4355], [-2.2946, -0.5670, 2.4060], [-1.7312, -0.2708, 3.5485], [2.9023, -0.1171, 7.4743], [3.3883, -0.4162, 5.8132], [1.8986, -1.1258, 6.4488], [0.8941, 1.4414, 8.0018], [-0.0244, 0.2525, 7.0963], [-0.1368, 1.9550, 6.6609], [2.9506, 2.2372, 7.3830], [2.2049, 3.1868, 6.1094], [3.6124, 2.1581, 5.7594], [0.7379, 2.8617, 4.4349], [2.1025, 0.5967, 2.6025], [3.2343, 0.4521, 3.9109], [4.0534, 2.2675, 2.8957], [3.0518, 3.1124, 4.0380], [1.6510, 4.8299, 3.2153], [0.7084, 6.0768, 1.3077], [2.1163, 3.0526, -1.3647], [3.0286, 1.7837, 0.5456], [-0.0085, -0.6220, 5.2662], [1.3098, -1.1280, 4.2066], [0.7247, -1.0143, 1.5730], [-3.3617, -0.5427, 2.2545], [-1.3988, -0.1046, -7.0869], [-1.4875, -0.3292, -5.3209], [-2.3045, -1.2837, -4.7394], [-2.3353, -1.3958, -3.3596], [-1.6159, -0.5996, -2.5676], [-0.8371, 0.3334, -3.1251], [-0.7436, 0.5039, -4.4911], [-0.3793, -1.4990, -7.5433], [-0.7777, -2.8145, -7.3648], [0.1004, -3.8229, -7.7352], [1.2924, -3.6021, -8.2850], [1.6494, -2.3351, -8.4746], [0.8600, -1.2516, -8.1151], [-2.9270, -1.9332, -5.3376], [-2.9411, -2.1413, -2.8671], [-0.2676, 0.9515, -2.4433], [-0.0949, 1.2627, -4.9054], [-1.7437, -3.0646, -6.9498], [-0.1730, -4.8605, -7.5819], [2.6232, -2.1741, -8.9236], [1.2049, -0.2382, -8.2690]], "e_homo_ev": [-7.995, -7.985], "s2": 0.855, "e_tot_ev": -136012.767, "multiplicity": 2, "max_force_ev_per_a": 1.0, "orbital_gap_ev": [7.6321, 7.6887]}

---

No. 2
{"formula": "C19H19F2", "method": "ωB97M-V/def2-TZVPD", "species": ["C", "C", "C", "C", "C", "C", "H", "H", "H", "H", "H", "H", "H", "H", "H", "H", "F", "C", "C", "C", "C", "C", "C", "C", "C", "C", "C", "C", "F", "C", "C", "H", "H", "H", "H", "H", "H", "H", "H", "H"], "positions_angstrom": [[0.3251, 3.8494, -1.2964], [1.3193, 2.7215, -1.2091], [0.8492, 1.4363, -1.0678], [2.7084, 3.1549, -1.2966], [3.8340, 2.1534, -1.3452], [3.1758, 4.4478, -1.3577], [0.8480, 4.8071, -1.3278], [-0.2687, 3.7714, -2.2172], [-0.3773, 3.8728, -0.4503], [1.4936, 0.5529, -1.1078], [-0.2260, 1.2875, -0.9580], [3.4925, 1.1222, -1.3646], [4.4494, 2.3592, -2.2340], [4.5017, 2.3196, -0.4873], [4.2520, 4.5714, -1.4054], [2.5717, 5.3526, -1.3750], [-2.0754, -1.7564, 4.8861], [-1.1547, -1.3321, 3.9505], [-0.0215, -0.6677, 4.3875], [0.9064, -0.2767, 3.4194], [0.6796, -0.5187, 2.0669], [-0.5183, -1.1675, 1.6081], [-0.7107, -1.3572, 0.1867], [-1.6444, -2.2227, -0.4945], [-1.4411, -2.5132, -1.8920], [-2.3283, -3.2949, -2.6188], [-3.4597, -3.8643, -2.0239], [-3.6293, -3.6312, -0.6629], [-4.7148, -4.2064, -0.0300], [-2.7725, -2.8619, 0.1079], [-1.4274, -1.6086, 2.6132], [0.1218, -0.4549, 5.4446], [1.8287, 0.2093, 3.7320], [1.4460, -0.2721, 1.3296], [0.0521, -0.9040, -0.4470], [-0.5170, -2.1535, -2.3598], [-2.1387, -3.4912, -3.6779], [-4.1753, -4.4448, -2.5757], [-2.9509, -2.7964, 1.1799], [-2.3033, -2.1931, 2.3702]], "e_homo_ev": -10.994, "e_tot_ev": -25436.482, "charge": 1, "multiplicity": 1, "max_force_ev_per_a": 2.4, "orbital_gap_ev": 4.5257, "de_lowest_kcal_mol": 31.7}

---

No. 3
{"formula": "C5H14", "method": "ωB97M-V/def2-TZVPD", "species": ["C", "C", "C", "H", "H", "H", "H", "H", "H", "H", "H", "C", "C", "H", "H", "H", "H", "H", "H"], "positions_angstrom": [[-0.0944, -1.8926, -1.4801], [0.8738, -2.0559, -0.3167], [-0.8255, -0.5549, -1.4704], [-0.8451, -2.6885, -1.5077], [0.3991, -2.0822, -2.4350], [1.2869, -1.1621, 0.1304], [0.4431, -2.7033, 0.4622], [-0.9716, -0.1815, -0.4586], [-1.8402, -0.6118, -1.8715], [1.6532, -2.7851, -0.5851], [-0.3142, 0.2215, -2.0414], [0.6143, 2.2879, 0.9928], [-0.5835, 1.8412, 1.8829], [0.8082, 1.4675, 0.2983], [0.3693, 3.1975, 0.4598], [1.5218, 2.2773, 1.5820], [-1.0740, 2.6496, 2.4363], [-0.0704, 1.3313, 2.6953], [-1.3508, 1.4442, 1.2264]], "e_homo_ev": -10.977, "e_tot_ev": -5411.251, "multiplicity": 1, "smiles": "CCC.CC", "max_force_ev_per_a": 2.3, "orbital_gap_ev": 12.1373, "de_lowest_kcal_mol": 18.4}

---

No. 4
{"formula": "C3H8N4S", "method": "ωB97M-V/def2-TZVPD", "species": ["C", "C", "C", "H", "H", "H", "H", "H", "H", "H", "H", "N", "N", "N", "N", "S"], "positions_angstrom": [[1.1818, -0.5909, -0.0481], [-0.1677, -1.0958, -0.1689], [-1.3193, -0.4075, 0.0429], [2.8103, 1.7474, 0.7880], [3.2669, 0.7024, -0.5497], [0.5982, 1.1817, -0.7739], [-0.2234, -2.1714, -0.1894], [-0.5739, 1.3555, 0.7496], [-2.2091, 1.4651, 0.2763], [-2.5427, -1.9577, -0.3694], [-3.2429, -0.7966, 0.4951], [2.5660, 1.4290, -0.2496], [1.3053, 0.7939, -0.1245], [-1.3647, 0.9242, 0.2560], [-2.5727, -0.9610, -0.2595], [2.4878, -1.6184, 0.1250]], "e_homo_ev": -7.975, "e_tot_ev": -20035.404, "multiplicity": 1, "smiles": "NNC(=S)C=C(N)N", "max_force_ev_per_a": 3.2, "orbital_gap_ev": 8.5493, "de_lowest_kcal_mol": 19.2}

---

No. 5
{"formula": "C17H23NO3", "method": "ωB97M-V/def2-TZVPD", "species": ["C", "C", "H", "H", "O", "C", "O", "C", "C", "H", "H", "C", "N", "C", "O", "C", "C", "C", "C", "C", "C", "C", "H", "H", "C", "H", "H", "H", "H", "H", "H", "H", "C", "C", "H", "H", "H", "H", "H", "H", "H", "H", "H", "H"], "positions_angstrom": [[-5.0895, -2.8454, -0.1706], [-5.4816, -1.6601, 0.6990], [-5.6733, -1.9711, 1.7278], [-6.3649, -1.1626, 0.2858], [-4.4174, -0.7097, 0.7918], [-4.3090, 0.1814, -0.1914], [-5.0584, 0.2465, -1.1319], [-3.1256, 1.1168, -0.0044], [-2.1791, 0.9534, -1.2014], [-1.8079, -0.0736, -1.2299], [-2.7171, 1.1524, -2.1287], [-0.9965, 1.9147, -1.0561], [-0.3086, 1.6685, 0.1884], [0.9164, 1.1060, 0.3528], [1.3537, 0.8491, 1.4559], [1.7184, 0.8500, -0.9243], [3.0544, 0.2522, -0.5856], [3.2494, -1.1208, -0.6225], [4.4726, -1.6686, -0.2840], [5.5318, -0.8593, 0.1051], [5.3317, 0.5142, 0.1466], [4.1098, 1.0633, -0.1933], [3.9719, 2.1343, -0.1496], [6.1422, 1.1616, 0.4506], [6.8493, -1.4581, 0.4956], [7.6595, -0.7486, 0.3442], [7.0537, -2.3571, -0.0819], [6.8336, -1.7329, 1.5508], [4.6068, -2.7407, -0.3198], [2.4369, -1.7701, -0.9183], [1.1571, 0.1674, -1.5660], [1.8559, 1.8001, -1.4462], [-1.1599, 1.8553, 1.3470], [-2.3529, 0.9002, 1.2942], [-1.9909, -0.1276, 1.3396], [-2.9983, 1.0698, 2.1558], [-1.5091, 2.8940, 1.3643], [-0.5533, 1.6651, 2.2335], [-1.3701, 2.9465, -1.0434], [-0.3212, 1.8100, -1.9025], [-3.5306, 2.1360, -0.0269], [-4.9150, -2.5145, -1.1916], [-5.8913, -3.5780, -0.1709], [-4.1838, -3.3098, 0.2122]], "e_homo_ev": -8.695, "e_tot_ev": -25636.135, "multiplicity": 1, "smiles": "CCOC(=O)C1CCN(C(=O)Cc2ccc(C)cc2)CC1", "max_force_ev_per_a": 0.6, "orbital_gap_ev": 9.4317, "de_lowest_kcal_mol": 15.7}